Record 1
C5H11NO | ωB97M-V/def2-TZVPD

Its SMILES is C=CC/C=C/N.O. As for the lowest unoccupied orbital energy: 0.869 eV. The relative energy (zero: lowest compared OMol25 entry of this formula, charge and spin) comes out at 419.9 kJ/mol. The calculation puts the orbital gap at 9.5 eV. Its molar mass is 101.15 g/mol. For the calculated total energy, the calculation gives -8897.3456 eV.

XYZ file:
```
18
C5H11NO (ωB97M-V/def2-TZVPD)
C -1.521 -0.042 -3.524
C -1.137 -0.208 -2.205
C 0.114 -0.823 -1.575
C 0.374 -0.044 -0.308
C 1.350 -0.364 0.557
N 1.069 -0.192 1.997
H -2.148 0.760 -3.823
H -0.998 -0.581 -4.405
H -1.917 0.190 -1.454
H 0.888 -0.913 -2.327
H -0.139 -1.761 -1.162
H -0.454 0.648 0.265
H 2.392 -0.587 0.364
H 1.599 0.663 2.304
H 0.097 -0.006 2.428
O -0.242 1.071 4.138
H 0.110 1.446 4.946
H 0.562 0.741 3.785
```

***

Record 2
C16H18F5MnN7O | ωB97M-V/def2-TZVPD

As for the lowest unoccupied orbital energy (alpha / beta): -4.438 / -3.795 eV. As for the spin multiplicity: 5. Its expectation value of S² is 6.13. The calculation puts the orbital gap (alpha / beta) at 8.1 / 9.1 eV. Its molar mass is 474.30 g/mol. For the calculated total energy, the calculation gives -74262.5103 eV. The net charge is +1.

XYZ file:
```
48
C16H18F5MnN7O (ωB97M-V/def2-TZVPD)
Mn -0.280 -0.716 -0.075
C 2.730 -0.462 -1.204
C 1.925 0.678 -1.832
N 0.547 0.228 -2.073
C -0.374 1.325 -2.392
C -0.802 2.035 -1.133
C -1.417 3.277 -1.163
C -1.856 3.838 0.025
C -1.563 3.193 1.215
C -0.919 1.966 1.176
C -0.535 1.226 2.431
N 0.447 0.192 2.102
C 1.784 0.759 1.881
C 2.713 -0.296 1.281
N 2.142 -0.902 0.068
N -0.606 1.366 0.015
H 3.769 -0.137 -1.077
H 2.728 -1.308 -1.897
H 2.416 1.000 -2.761
H 1.890 1.530 -1.148
H 0.552 -0.428 -2.855
H -1.265 0.902 -2.867
H 0.072 2.043 -3.092
H -1.569 3.781 -2.103
H -2.419 4.756 0.021
H -1.844 3.620 2.163
H -1.425 0.753 2.855
H -0.144 1.937 3.174
H 0.502 -0.478 2.870
H 2.219 1.134 2.817
H 1.684 1.600 1.193
H 2.870 -1.083 2.021
H 3.683 0.166 1.073
H 2.296 -1.909 0.147
F -2.253 -1.213 -1.465
C -2.306 -0.965 -0.085
F -2.682 -2.149 0.479
C -3.487 0.000 0.115
F -4.681 -0.562 0.028
F -3.406 0.586 1.326
F -3.431 0.998 -0.785
O -0.112 -2.444 -0.116
N -0.558 -3.607 -0.382
C 0.150 -4.679 -0.134
C -0.354 -5.967 -0.412
N -0.720 -7.032 -0.617
C 1.446 -4.491 0.405
N 2.441 -4.059 0.788
```

***

Record 3
C20H23NO2 | ωB97M-V/def2-TZVPD

Its SMILES is CCN(CC)CC[C@]1(c2ccccc2)C(=O)Oc2ccccc21. As for the lowest unoccupied orbital energy: 0.734 eV. The relative energy (zero: lowest compared OMol25 entry of this formula, charge and spin) comes out at 337.6 kJ/mol. The calculation puts the orbital gap at 8.3 eV. Its molar mass is 309.41 g/mol. For the calculated total energy, the calculation gives -26695.9438 eV.

XYZ file:
```
46
C20H23NO2 (ωB97M-V/def2-TZVPD)
C -1.745 -3.478 0.924
C -1.264 -2.098 1.380
N -2.081 -0.998 0.866
C -3.496 -0.869 1.225
C -3.595 -0.193 2.565
C -1.301 0.299 0.644
C -0.507 0.249 -0.682
C 0.726 1.205 -0.628
C 1.789 0.656 0.315
C 2.151 1.364 1.517
C 2.992 0.817 2.418
C 3.381 -0.491 2.294
C 3.000 -1.299 1.216
C 2.280 -0.671 0.166
C 0.301 2.666 -0.461
O -0.183 3.131 0.601
O 0.386 3.427 -1.549
C 0.921 2.558 -2.459
C 0.899 2.799 -3.845
C 1.324 1.816 -4.765
C 1.652 0.491 -4.286
C 1.551 0.246 -2.927
C 1.209 1.249 -2.038
H -1.808 -3.417 -0.127
H -2.726 -3.812 1.304
H -1.153 -4.259 1.202
H -1.437 -1.995 2.437
H -0.181 -1.957 1.174
H -3.928 -0.201 0.481
H -4.088 -1.807 1.257
H -4.429 0.554 2.712
H -2.623 0.219 2.851
H -3.878 -0.990 3.243
H -2.017 1.121 0.636
H -0.653 0.325 1.504
H -0.271 -0.792 -0.922
H -1.161 0.368 -1.582
H 1.996 2.382 1.557
H 3.368 1.311 3.303
H 3.932 -1.059 3.122
H 3.174 -2.334 1.350
H 1.950 -1.353 -0.630
H 0.502 3.773 -4.151
H 1.364 2.020 -5.835
H 1.906 -0.272 -4.955
H 1.770 -0.701 -2.426
```

***

Record 4
C2H3NO3S | ωB97M-V/def2-TZVPD

As for the lowest unoccupied orbital energy: 0.151 eV. The relative energy (zero: lowest compared OMol25 entry of this formula, charge and spin) comes out at 157.2 kJ/mol. The calculation puts the orbital gap at 11.1 eV. Its molar mass is 121.12 g/mol. For the calculated total energy, the calculation gives -20588.5768 eV.

XYZ file:
```
10
C2H3NO3S (ωB97M-V/def2-TZVPD)
C 0.775 1.078 -0.317
C 1.035 -0.041 0.492
N 0.600 1.938 -1.019
O 2.275 2.605 -2.968
O 1.184 4.474 -1.592
O 3.010 3.032 -0.747
S 2.051 3.307 -1.767
H 1.136 -1.015 0.009
H 0.257 0.003 1.290
H 2.055 0.214 0.905
```

***

Record 5
C3H2O3Rb | ωB97M-V/def2-TZVPD

As for the lowest unoccupied orbital energy (alpha / beta): -1.028 / -1.122 eV. As for the spin multiplicity: 2. The relative energy (zero: lowest compared OMol25 entry of this formula, charge and spin) comes out at 0.0 kJ/mol. Its expectation value of S² is 0.76. The calculation puts the orbital gap (alpha / beta) at 3.9 / 5.0 eV. Its molar mass is 171.51 g/mol. For the calculated total energy, the calculation gives -9939.1631 eV.

XYZ file:
```
9
C3H2O3Rb (ωB97M-V/def2-TZVPD)
O -0.393 -3.450 -0.812
C 0.085 -2.619 -0.167
O 0.526 -1.802 0.535
O -1.223 1.576 -1.203
C -2.138 1.367 -0.368
C -3.336 0.744 -0.328
H -3.841 0.561 0.621
H -3.851 0.448 -1.254
Rb 1.247 1.469 0.646
```

***

Record 6
CHIN2O2S | ωB97M-V/def2-TZVPD

As for the lowest unoccupied orbital energy: -1.346 eV. The relative energy (zero: lowest compared OMol25 entry of this formula, charge and spin) comes out at 455.6 kJ/mol. The calculation puts the orbital gap at 7.8 eV. Its molar mass is 232.00 g/mol. For the calculated total energy, the calculation gives -27056.6790 eV.

XYZ file:
```
8
CHIN2O2S (ωB97M-V/def2-TZVPD)
C -0.908 -1.276 -0.324
N 0.930 -2.764 1.123
N -0.123 -0.254 -0.438
O 2.717 -2.451 -0.705
O 1.244 -0.441 -0.502
S 1.532 -2.098 0.022
I -2.907 -0.772 -0.122
H -0.429 0.629 -0.271
```

***

Please write out number 3 again, unchanged.
C20H23NO2 | ωB97M-V/def2-TZVPD

Its SMILES is CCN(CC)CC[C@]1(c2ccccc2)C(=O)Oc2ccccc21. As for the lowest unoccupied orbital energy: 0.734 eV. The relative energy (zero: lowest compared OMol25 entry of this formula, charge and spin) comes out at 337.6 kJ/mol. The calculation puts the orbital gap at 8.3 eV. Its molar mass is 309.41 g/mol. For the calculated total energy, the calculation gives -26695.9438 eV.

XYZ file:
```
46
C20H23NO2 (ωB97M-V/def2-TZVPD)
C -1.745 -3.478 0.924
C -1.264 -2.098 1.380
N -2.081 -0.998 0.866
C -3.496 -0.869 1.225
C -3.595 -0.193 2.565
C -1.301 0.299 0.644
C -0.507 0.249 -0.682
C 0.726 1.205 -0.628
C 1.789 0.656 0.315
C 2.151 1.364 1.517
C 2.992 0.817 2.418
C 3.381 -0.491 2.294
C 3.000 -1.299 1.216
C 2.280 -0.671 0.166
C 0.301 2.666 -0.461
O -0.183 3.131 0.601
O 0.386 3.427 -1.549
C 0.921 2.558 -2.459
C 0.899 2.799 -3.845
C 1.324 1.816 -4.765
C 1.652 0.491 -4.286
C 1.551 0.246 -2.927
C 1.209 1.249 -2.038
H -1.808 -3.417 -0.127
H -2.726 -3.812 1.304
H -1.153 -4.259 1.202
H -1.437 -1.995 2.437
H -0.181 -1.957 1.174
H -3.928 -0.201 0.481
H -4.088 -1.807 1.257
H -4.429 0.554 2.712
H -2.623 0.219 2.851
H -3.878 -0.990 3.243
H -2.017 1.121 0.636
H -0.653 0.325 1.504
H -0.271 -0.792 -0.922
H -1.161 0.368 -1.582
H 1.996 2.382 1.557
H 3.368 1.311 3.303
H 3.932 -1.059 3.122
H 3.174 -2.334 1.350
H 1.950 -1.353 -0.630
H 0.502 3.773 -4.151
H 1.364 2.020 -5.835
H 1.906 -0.272 -4.955
H 1.770 -0.701 -2.426
```

***

> What is the calculated total energy in the fifth record?

-9939.1631 eV

***

Repeat the sixth record exactly.
CHIN2O2S | ωB97M-V/def2-TZVPD

As for the lowest unoccupied orbital energy: -1.346 eV. The relative energy (zero: lowest compared OMol25 entry of this formula, charge and spin) comes out at 455.6 kJ/mol. The calculation puts the orbital gap at 7.8 eV. Its molar mass is 232.00 g/mol. For the calculated total energy, the calculation gives -27056.6790 eV.

XYZ file:
```
8
CHIN2O2S (ωB97M-V/def2-TZVPD)
C -0.908 -1.276 -0.324
N 0.930 -2.764 1.123
N -0.123 -0.254 -0.438
O 2.717 -2.451 -0.705
O 1.244 -0.441 -0.502
S 1.532 -2.098 0.022
I -2.907 -0.772 -0.122
H -0.429 0.629 -0.271
```

***

> What is the molar mass in the fourth record?

121.12 g/mol